The following is a quantum chemistry calculation of a molecular structure, C35H61AsN3O3Ti, from the OMol25 dataset.

```
104
Properties=species:S:1:pos:R:3:forces:R:3
Ti 1.0864 -0.1457 -1.4662 0.10 0.08 0.20
C -3.5703 4.6938 2.2751 0.01 -0.01 0.01
C -3.0053 3.2836 2.4454 -0.03 -0.01 0.00
C -4.1820 2.3139 2.6299 0.01 0.02 0.01
C -2.1299 3.2629 3.7065 0.00 0.01 -0.01
C -2.1730 2.8439 1.2419 0.05 0.03 -0.07
C -1.6116 1.5628 1.2436 0.02 -0.02 0.02
C -0.8699 1.1336 0.1618 0.01 -0.11 0.00
N -0.2100 -0.0907 -0.0255 0.06 -0.02 -0.03
C -0.3724 -1.2691 0.7176 -0.04 0.09 -0.10
C -1.3466 -1.5899 1.6438 0.00 0.03 0.01
C -1.3159 -2.8308 2.2853 0.07 -0.06 -0.04
C -0.2993 -3.7141 1.9577 -0.10 0.06 0.06
C 0.6791 -3.4537 0.9858 0.09 -0.06 -0.18
C 0.5968 -2.2267 0.3431 -0.03 -0.12 0.21
O 1.3848 -1.7927 -0.6764 -0.03 0.00 0.05
C 1.7203 -4.5474 0.7083 -0.01 0.01 0.02
C 1.0039 -5.7988 0.1804 0.00 0.01 0.01
C 2.7950 -4.1577 -0.3118 -0.02 0.00 0.01
C 2.4424 -4.8910 2.0206 -0.01 0.00 -0.01
C -2.3955 -3.1543 3.3171 -0.02 0.01 0.01
C -2.3639 -2.1031 4.4363 0.01 -0.02 -0.01
C -2.2009 -4.5325 3.9490 0.00 0.02 0.00
C -3.7714 -3.1266 2.6355 0.01 -0.01 0.01
C -0.6133 2.0064 -0.9194 -0.09 0.12 0.11
O 0.2285 1.4583 -1.8376 -0.11 0.05 0.01
C -1.1521 3.2824 -0.9534 0.05 0.02 -0.17
C -1.9422 3.6579 0.1462 -0.03 -0.04 0.09
C -0.9472 4.3156 -2.0705 -0.01 -0.01 0.02
C -2.3150 4.6936 -2.6589 0.00 0.00 0.01
C -0.0675 3.8365 -3.2294 -0.01 0.00 0.02
C -0.2873 5.5691 -1.4757 -0.01 -0.02 0.00
H -4.1619 4.9552 3.1537 0.00 0.00 0.00
H -4.2231 4.7636 1.4031 0.00 0.01 0.00
H -2.7769 5.4374 2.1775 0.00 0.00 0.00
H -4.7910 2.6185 3.4834 0.00 0.00 0.00
H -3.8394 1.2938 2.8127 0.00 0.00 0.00
H -4.8167 2.3031 1.7420 0.00 0.00 0.00
H -2.7151 3.5704 4.5754 0.00 0.00 0.00
H -1.2868 3.9489 3.6016 0.00 0.00 0.00
H -1.7336 2.2663 3.9068 0.00 0.00 0.00
H -1.7237 0.9303 2.1095 -0.02 0.02 0.00
H -2.1430 -0.8960 1.8588 -0.01 -0.01 0.00
H -0.2616 -4.6678 2.4634 0.01 0.00 -0.01
H 0.4855 -5.5795 -0.7556 0.00 -0.01 0.00
H 0.2678 -6.1729 0.8920 0.00 0.00 0.00
H 1.7273 -6.5952 -0.0076 0.00 0.00 0.00
H 2.3702 -3.9744 -1.2979 0.00 0.01 -0.01
H 3.5093 -4.9796 -0.3955 0.00 0.00 0.00
H 3.3359 -3.2626 -0.0025 0.00 0.00 -0.01
H 1.7559 -5.2527 2.7852 0.01 0.00 0.00
H 2.9550 -4.0126 2.4182 0.00 0.00 0.01
H 3.1852 -5.6714 1.8431 0.00 0.00 0.00
H -1.3902 -2.0926 4.9298 0.00 0.00 0.00
H -3.1257 -2.3281 5.1852 0.00 0.00 0.00
H -2.5600 -1.1000 4.0533 0.00 0.00 0.00
H -1.2469 -4.6040 4.4750 0.00 -0.01 0.00
H -2.2494 -5.3288 3.2038 0.00 0.00 0.00
H -2.9939 -4.7114 4.6765 0.00 -0.01 0.00
H -3.9892 -2.1486 2.2036 0.00 0.00 0.00
H -4.5550 -3.3529 3.3614 0.00 0.00 0.00
H -3.8212 -3.8686 1.8364 0.00 0.00 0.00
H -2.3764 4.6465 0.1367 0.00 0.01 -0.02
H -2.8008 3.8180 -3.0938 -0.01 0.00 0.00
H -2.1902 5.4420 -3.4444 0.00 0.00 0.00
H -2.9841 5.1082 -1.9052 0.00 0.00 0.00
H -0.4935 2.9637 -3.7242 0.01 -0.01 0.00
H 0.9383 3.5811 -2.8949 0.00 0.00 0.00
H 0.0078 4.6414 -3.9638 0.00 0.00 0.00
H -0.8965 6.0146 -0.6901 0.01 0.01 0.00
H -0.1380 6.3207 -2.2538 0.00 0.00 0.00
H 0.6865 5.3223 -1.0453 0.00 0.01 0.00
N 2.4639 -0.2623 -3.3021 -0.07 -0.02 0.05
C 2.4229 -1.5113 -4.1093 -0.02 -0.02 -0.06
C 1.5461 -1.3481 -5.3396 -0.02 0.05 0.02
C 0.1096 -0.9072 -5.0511 0.03 -0.04 0.03
C -0.5947 -1.7768 -4.0122 0.01 0.01 -0.02
N -0.5415 -1.1590 -2.6674 0.02 0.00 0.00
H 2.3038 0.5440 -3.9020 0.02 0.01 0.00
H 3.3921 -0.1427 -2.9114 0.00 0.01 0.02
H 2.0528 -2.3122 -3.4666 0.02 0.00 0.01
H 3.4301 -1.7885 -4.4229 0.00 0.00 0.01
H 1.5288 -2.3066 -5.8628 0.01 0.00 0.00
H 2.0137 -0.6326 -6.0225 0.01 -0.02 -0.01
H -0.4475 -0.9287 -5.9877 0.00 0.01 0.00
H 0.0820 0.1329 -4.7089 -0.01 0.01 -0.02
H -0.1248 -2.7596 -3.9485 -0.01 -0.01 -0.01
H -1.6351 -1.9408 -4.2964 0.00 -0.01 0.02
H -0.8677 -1.8319 -1.9750 -0.02 0.01 0.00
H -1.2092 -0.3910 -2.6353 -0.02 -0.01 0.00
C 4.4808 2.9161 -1.2172 -0.07 -0.03 -0.04
As 4.0256 1.4574 -0.0648 0.00 0.19 0.34
C 3.8066 2.1243 1.7096 0.03 -0.01 0.00
C 5.4365 0.1650 -0.0833 -0.08 -0.03 -0.02
O 2.5788 0.7700 -0.5044 0.17 -0.17 -0.53
H 5.4581 3.3118 -0.9453 -0.01 0.01 0.02
H 3.7189 3.6849 -1.1008 0.01 0.01 -0.03
H 4.4990 2.5764 -2.2511 0.01 0.00 0.00
H 4.7207 2.5991 2.0619 0.00 0.00 0.00
H 3.5459 1.2855 2.3525 -0.01 0.01 0.01
H 2.9876 2.8413 1.6995 0.00 0.00 0.00
H 6.3891 0.6521 0.1180 0.00 0.00 0.02
H 5.4691 -0.3209 -1.0566 0.03 -0.01 0.00
H 5.2227 -0.5767 0.6839 0.02 -0.03 -0.01
```
Forces are in eV/Å.

Results
E_LUMO	-2.457	eV
net charge	+1
relative energy (zero: lowest compared OMol25 entry of this formula, charge and spin)	0.743	eV
calculated total energy	-131852.173	eV
Kohn-Sham gap	6.77	eV
highest occupied orbital energy	-9.227	eV

Löwdin atomic charge list, values in e, 6 entries: 1.078 -0.064 -0.555 -0.040 -0.043 -0.158